# 1
Molecular formula: C7H10
Method: DFT, ωB97M-V/def2-TZVPD

Each line ends with the Löwdin charge.
CARTESIAN COORDINATES (ANGSTROEM)
C -0.564 1.614 -1.095  -0.0364
C 0.649 -0.786 -1.035  -0.0485
C 0.317 -0.941 1.171  -0.2386
H -1.707 0.059 1.169  0.1084
C 1.003 -1.576 -0.023  -0.0705
C -0.097 0.377 -0.349  -0.4485
H -1.207 1.368 -1.947  0.0764
H 1.507 -2.530 -0.107  0.1004
H 0.447 -1.271 -1.978  0.1069
H 0.283 2.200 -1.474  0.0796
H 0.351 -1.472 2.122  0.1257
H -1.614 -1.266 -0.054  0.1121
H 0.266 1.205 1.681  0.1133
C 0.740 0.528 0.962  -0.0927
H 1.812 0.733 0.876  0.1135
H -1.137 2.271 -0.427  0.0781
C -1.048 -0.513 0.507  -0.0791

Summary:
Net charge: 0
Energy relative to the best compared isomer or geometry (same formula, charge and spin) (eV): 2.306
2S+1: 1
M (g/mol): 94.16
SMILES: C[C@]12C=C[C@H](C1)C2


# 2
Molecular formula: C7H10
Method: DFT, ωB97M-V/def2-TZVPD

Each line ends with the Löwdin spin population.
CARTESIAN COORDINATES (ANGSTROEM)
H 3.122 -0.579 -0.368  -0.0007
H 0.739 -2.080 -1.444  0.0089
H 0.082 1.319 1.494  0.0109
C 2.184 -1.131 -0.430  0.0905
H -0.680 -0.660 -0.628  0.0070
C -0.101 -0.190 0.161  0.2984
C 1.208 -0.495 0.467  0.1915
C -0.777 0.695 1.217  0.0546
C 1.821 -2.082 -1.315  0.2711
H -1.568 1.445 -1.469  0.0023
C -2.239 1.696 -0.649  0.0209
H 1.657 -0.468 1.460  0.0011
H -3.267 1.834 -0.962  0.0009
H -1.227 0.121 2.030  0.0252
H -2.713 1.740 1.312  -0.0002
C -1.897 1.516 0.632  0.0026
H 2.574 -2.732 -1.742  0.0153

Summary:
Net charge: +1
Energy relative to the best compared isomer or geometry (same formula, charge and spin) (eV): 2.169
2S+1: 2
M (g/mol): 94.16
<S²>: 0.7741


# 3
Molecular formula: C7H10
Method: DFT, ωB97M-V/def2-TZVPD

Each line ends with the Löwdin spin population.
CARTESIAN COORDINATES (ANGSTROEM)
C 1.242 0.714 -0.316  0.1897
H -1.907 0.654 -1.314  0.0087
C -0.134 0.354 -0.469  0.0517
C 0.021 -2.133 -0.225  0.0012
H -0.608 -2.927 -0.636  -0.0002
H -2.239 -0.954 1.759  -0.0006
H 1.910 -0.039 -0.733  0.0176
H 0.516 -2.606 0.619  0.0007
C -1.339 -0.537 1.335  -0.0179
H 0.720 -2.029 -1.055  0.0006
C -0.663 -0.884 0.238  0.0054
H -0.935 2.234 -1.364  0.0049
C -1.011 1.209 -1.039  0.1360
C 1.768 1.826 0.321  0.5424
H -1.214 0.505 1.617  0.0001
H 2.294 1.770 1.272  0.0289
H 1.580 2.844 -0.008  0.0308

Summary:
Net charge: +1
Energy relative to the best compared isomer or geometry (same formula, charge and spin) (eV): 3.233
2S+1: 2
M (g/mol): 94.16
<S²>: 0.7703


# 4
Molecular formula: C7H10BrF2N
Method: DFT, ωB97M-V/def2-TZVPD

Each line ends with the Löwdin charge.
CARTESIAN COORDINATES (ANGSTROEM)
H -1.394 -1.394 -1.994  0.1197
C -1.865 -0.852 -1.152  -0.1675
N 0.108 -0.026 -0.310  -0.0844
C 1.091 1.049 0.461  -0.1880
H 1.747 2.917 0.482  0.0890
C 0.873 2.315 0.190  0.0787
H -2.017 -2.523 0.237  0.0809
H -0.096 2.527 -0.255  0.0594
H 0.447 -1.445 1.215  0.0121
C -1.633 -1.555 0.196  -0.1819
H -2.947 -0.646 -1.312  0.1174
H -2.188 -0.949 0.959  0.1209
H -1.714 1.175 -0.175  0.1400
C 2.489 0.535 0.802  -0.8663
F 3.364 1.581 0.813  0.0113
Br 2.511 -0.385 2.560  0.7629
H -0.810 0.997 -1.777  0.1182
F 3.085 -0.249 -0.082  0.0712
H 0.161 -2.193 -0.353  0.1273
C -1.108 0.469 -0.864  -0.2577
C -0.103 -1.349 0.359  -0.1631

Summary:
Electronic energy (eV): -84386.128
Net charge: 0
2S+1: 1
M (g/mol): 226.06
SMILES: C=C(N1CCCC1)C(F)(F)Br